Entry 1:
Here is a molecular structure, C36H72AsF6HgO18S9 from OMol25. Energies are from ωB97M-V/def2-TZVPD.

Summary:
E_HOMO = -11.520 eV
Spin multiplicity = 1
Energy relative to the best compared isomer or geometry (same formula, charge and spin) = 126.3 kJ/mol
Frontier orbital gap = 5.4 eV
Charge = +1
LUMO level = -6.14 eV

Each line ends with the Mulliken charge.
Element x y z (Å)
Hg: 0.8233 -4.2293 -0.3978  1.76
As: -0.2877 -0.1260 -0.6757  2.17
F: -0.2924 -0.2156 -2.4700  -0.33
F: -0.2094 -1.9199 -0.7381  0.42
F: -0.3312 -0.0857 1.1286  -0.43
F: -0.2755 1.6425 -0.7110  -0.35
F: -2.0726 -0.2625 -0.8066  -0.42
F: 1.5084 -0.0843 -0.8015  -0.62
C: -2.9062 1.7263 3.4083  -0.09
C: -3.1480 1.5610 1.9128  0.35
C: -3.0977 2.8661 1.1647  0.26
S: -3.6717 4.0871 2.3880  1.11
O: -4.9988 4.5745 1.9440  -0.71
O: -2.5959 5.0329 2.6341  -0.59
C: -3.8319 2.8617 3.7954  -1.02
H: -1.9029 2.1216 3.5676  0.02
H: -2.9916 0.7747 3.9329  0.27
H: -4.0820 1.0275 1.7362  0.35
H: -2.3903 0.9050 1.4844  -0.45
H: -3.8788 2.9552 0.4097  -0.02
H: -2.1056 3.1347 0.8018  -0.32
H: -4.8781 2.5572 3.7681  0.40
H: -3.6598 3.4300 4.7095  0.50
C: 1.3293 -1.9572 5.2920  0.22
C: 0.6668 -0.5952 5.0242  0.32
C: 1.7194 0.4898 5.2748  0.07
S: 2.8003 -0.1717 6.6385  1.03
O: 2.5281 0.5731 7.8899  -0.68
O: 4.1217 -0.3605 6.0173  -0.58
C: 1.9970 -1.8539 6.6563  -0.96
H: 2.1125 -2.2477 4.5918  -0.28
H: 0.5769 -2.7337 5.1539  0.18
H: -0.1827 -0.5201 5.7031  0.33
H: 0.3287 -0.6048 3.9880  -0.55
H: 1.3653 1.4663 5.6053  0.64
H: 2.3343 0.5012 4.3749  -0.59
H: 1.2937 -1.9799 7.4795  0.39
H: 2.8034 -2.5698 6.8153  0.50
C: -2.7498 -4.5774 -4.8919  -0.73
C: -2.9488 -3.0492 -4.7430  -0.73
C: -2.2932 -2.5771 -3.3850  1.16
S: -2.3534 -4.0823 -2.2467  1.28
O: -3.3534 -3.9182 -1.1792  -0.79
O: -0.9856 -4.3478 -1.8373  -0.74
C: -3.0522 -5.2217 -3.5215  -0.96
H: -1.7086 -4.8030 -5.1226  0.23
H: -3.3142 -4.9970 -5.7246  0.48
H: -4.0283 -3.0120 -4.5965  0.37
H: -2.7561 -2.4471 -5.6309  0.49
H: -2.7681 -1.7332 -2.8846  -0.67
H: -1.2667 -2.2974 -3.6220  -0.63
H: -4.1039 -5.2189 -3.2351  0.40
H: -2.6534 -6.2323 -3.4334  0.47
C: 4.0832 -2.1536 -4.7112  -0.73
C: 2.9763 -1.2447 -5.1716  -0.65
C: 1.8160 -1.3295 -4.1169  0.21
S: 1.7026 -3.1142 -3.7281  0.66
O: 0.8046 -3.6506 -4.8054  -0.64
O: 1.4162 -3.2859 -2.3338  -0.56
C: 3.5119 -3.4430 -4.1605  -0.67
H: 4.7126 -1.6845 -3.9550  0.28
H: 4.7924 -2.3440 -5.5168  0.43
H: 2.6365 -1.6281 -6.1337  0.42
H: 3.3809 -0.2443 -5.3250  0.32
H: 0.8798 -0.8779 -4.4453  0.35
H: 2.1415 -0.9801 -3.1371  -0.41
H: 3.6250 -4.3325 -4.7802  0.53
H: 4.0266 -3.6261 -3.2173  0.21
C: -3.7739 -2.0992 2.9267  0.16
C: -3.1576 -2.8224 4.1066  -1.10
C: -1.6896 -3.3352 3.6754  -0.05
S: -2.0313 -4.0791 2.0151  0.85
O: -2.2417 -5.5229 2.1911  -0.73
O: -0.9534 -3.5970 1.0982  -0.66
C: -3.6478 -3.1170 1.7822  -0.48
H: -3.2370 -1.1664 2.7542  -0.55
H: -4.8086 -1.8561 3.1682  0.66
H: -3.8580 -3.6393 4.2806  0.40
H: -3.1887 -2.0615 4.8864  0.50
H: -1.1886 -4.0555 4.3222  0.65
H: -1.0534 -2.4596 3.5459  -0.55
H: -4.3450 -3.9500 1.6918  0.54
H: -3.5520 -2.5817 0.8376  0.05
C: 2.0249 5.3144 1.8477  -0.52
C: 0.9303 4.3225 1.9056  -0.33
C: 1.4740 2.8898 1.8823  1.12
S: 3.2141 3.0092 2.3306  1.16
O: 4.1017 2.8435 1.1583  -0.69
O: 3.4351 2.2689 3.5530  -0.72
C: 3.1167 4.8306 2.8130  -1.10
H: 1.6855 6.3281 2.0606  0.51
H: 2.4384 5.3077 0.8392  -0.01
H: 0.2647 4.5840 1.0830  0.11
H: 0.3497 4.5015 2.8105  0.41
H: 1.3634 2.3146 0.9631  -1.17
H: 1.2506 2.2054 2.7007  0.23
H: 4.1070 5.2859 2.8138  0.49
H: 2.8676 4.7709 3.8724  0.39
C: 1.6693 2.3439 -3.2698  0.34
C: 2.6915 3.3405 -2.7223  -1.31
C: 2.0289 4.1531 -1.6469  0.48
S: 0.4667 4.6777 -2.4798  0.91
O: 0.7844 5.8900 -3.2281  -0.73
O: -0.6199 4.6464 -1.4201  -0.48
C: 0.3585 3.1681 -3.5563  0.27
H: 1.5570 1.3742 -2.7849  -0.70
H: 2.0783 1.9692 -4.2081  0.52
H: 3.0247 3.9831 -3.5373  0.42
H: 3.5657 2.8563 -2.2871  0.43
H: 2.4938 5.0436 -1.2239  0.61
H: 1.6878 3.4625 -0.8755  -0.79
H: 0.2529 3.5429 -4.5744  0.74
H: -0.4815 2.5236 -3.2971  -0.78
C: 5.0024 -1.8982 2.6505  -0.37
C: 4.8059 -0.3921 2.3352  -0.29
C: 3.7424 -0.5015 1.2350  -0.29
S: 3.7418 -2.1075 0.2832  1.15
O: 4.2642 -1.9518 -1.0788  -0.72
O: 2.4271 -2.7270 0.4165  -0.62
C: 5.0014 -2.8325 1.3222  -1.01
H: 4.2068 -2.2325 3.3165  -0.27
H: 5.9774 -2.0083 3.1253  0.57
H: 5.6636 0.1263 1.9066  0.37
H: 4.4619 0.1830 3.1949  0.13
H: 3.7366 0.3523 0.5574  0.43
H: 2.7784 -0.4843 1.7433  -0.17
H: 5.8350 -2.5377 0.6848  0.46
H: 4.7747 -3.8946 1.4157  0.51
C: -4.1454 0.7037 -3.0410  -0.76
C: -3.6423 1.9894 -2.4112  0.83
C: -3.7119 3.1257 -3.4328  -0.98
S: -3.3241 2.3520 -5.0562  1.13
O: -1.9850 2.6457 -5.4481  -0.57
O: -4.4161 2.5163 -5.9808  -0.70
C: -3.4227 0.5891 -4.3926  -0.17
H: -5.2275 0.7668 -3.1561  0.51
H: -3.9226 -0.0834 -2.3206  0.00
H: -2.5807 1.8275 -2.2243  -0.67
H: -4.2495 2.1634 -1.5228  0.29
H: -2.9190 3.8505 -3.2482  0.34
H: -4.6985 3.5813 -3.5162  0.49
H: -2.4286 0.2227 -4.1366  -0.34
H: -3.8899 -0.0705 -5.1238  0.55

Entry 2:
Here is a molecular structure, C36H72BCrF4O27 from OMol25. Energies are from ωB97M-V/def2-TZVPD.

Summary:
E_HOMO (spin up / spin down) = -12.013 / -12.013 eV
⟨S²⟩ = 6.003
Spin multiplicity = 5
Frontier orbital gap (spin up / spin down) = 7.0 / 7.9 eV
Charge = +1
LUMO level (spin up / spin down) = -5.00 / -4.14 eV

Each line ends with the Mulliken charge.
Element x y z (Å)
Cr: -2.6672 1.6452 0.4885  0.79
B: -0.7026 -0.1598 -0.0865  0.17
F: -1.3552 0.6958 -0.9807  -0.36
F: -1.1500 0.1129 1.1548  0.29
F: -0.9728 -1.4613 -0.3681  -0.28
F: 0.6278 0.0378 -0.2467  0.09
C: 4.7143 4.0512 1.2011  -0.85
C: 4.0033 5.0328 0.3097  -0.42
O: 3.1497 4.3128 -0.5813  -0.18
C: 2.7234 4.8406 -1.6813  0.58
O: 2.8543 6.0235 -2.0133  -0.62
O: 2.0125 3.8787 -2.3909  -0.43
C: 1.8411 2.5368 -1.9931  0.38
H: 4.2472 3.0754 1.3347  0.02
H: 4.8533 4.6062 2.1288  0.42
H: 5.7345 3.8672 0.8642  0.33
H: 4.8205 5.5063 -0.2344  0.33
H: 3.3861 5.7846 0.8015  0.40
H: 0.7809 2.2837 -1.9837  -0.25
H: 2.2372 2.2588 -1.0164  0.10
H: 2.2716 1.9297 -2.7894  0.17
C: -7.9751 0.7469 -0.9558  -1.42
C: -6.4294 0.5000 -1.0053  0.27
O: -6.2024 -0.5824 -0.0655  -0.36
C: -4.8801 -0.8957 0.2472  0.43
O: -3.8999 -0.1011 0.0070  0.35
O: -4.7889 -2.0804 0.9437  -0.41
C: -3.4929 -2.4895 1.3609  -0.91
H: -8.3113 1.3937 -1.7661  0.40
H: -8.3089 1.2767 -0.0636  0.33
H: -8.5170 -0.1954 -1.0377  0.37
H: -5.9079 1.4070 -0.6994  0.00
H: -6.0600 0.2485 -1.9995  0.29
H: -2.9125 -1.6746 1.7935  0.08
H: -3.0564 -2.7697 0.4022  0.56
H: -3.4321 -3.3989 1.9586  0.46
C: -4.5100 -2.5380 5.1895  -1.02
C: -3.6522 -1.3021 5.2016  -0.20
O: -3.7136 -0.6077 3.9663  -0.08
C: -2.8642 0.4066 3.6693  0.56
O: -2.9904 1.0490 2.6266  -0.64
O: -1.9745 0.5931 4.5947  -0.29
C: -1.2524 1.7836 4.7001  -0.67
H: -5.4270 -2.3178 4.6431  0.28
H: -4.8928 -2.9846 6.1072  0.40
H: -3.8807 -3.2644 4.6752  0.09
H: -2.6341 -1.5510 5.5010  0.33
H: -4.0584 -0.6069 5.9362  0.30
H: -1.9155 2.6434 4.7962  0.33
H: -0.7413 2.0948 3.7890  0.19
H: -0.5114 1.7482 5.4988  0.29
C: 3.6735 2.5966 7.7518  -1.28
C: 3.9902 1.8199 6.4462  -0.15
O: 2.8675 1.5951 5.6808  -0.32
C: 2.9153 0.7412 4.6408  0.58
O: 3.9025 0.1241 4.2638  -0.57
O: 1.7579 0.7510 3.9809  -0.02
C: 1.5964 -0.1851 2.9492  -0.17
H: 2.9138 2.0781 8.3368  0.33
H: 3.4043 3.6445 7.6192  0.31
H: 4.4842 2.6221 8.4799  0.39
H: 4.3735 0.8341 6.7098  0.29
H: 4.7762 2.3258 5.8856  0.29
H: 1.9820 0.3686 2.0932  0.15
H: 0.5860 -0.4622 2.6488  -0.31
H: 2.2540 -1.0543 2.9663  0.43
C: 1.5862 -3.2744 -3.5101  -1.32
C: 2.2171 -2.2169 -2.5623  0.47
O: 3.4801 -1.7977 -3.0005  -0.29
C: 3.5838 -0.9714 -4.0154  0.86
O: 2.7099 -0.3127 -4.5716  -0.61
O: 4.8872 -0.8131 -4.3071  -0.33
C: 5.2523 -0.1019 -5.4475  -0.78
H: 0.5661 -3.4428 -3.1648  0.23
H: 2.1854 -4.1807 -3.5980  0.39
H: 1.3521 -2.9780 -4.5326  0.37
H: 2.4073 -2.6627 -1.5860  0.18
H: 1.5803 -1.3573 -2.3533  -0.04
H: 4.5135 0.6576 -5.7032  0.35
H: 5.3172 -0.8708 -6.2174  0.30
H: 6.2268 0.3830 -5.3904  0.24
C: 4.3103 -0.0289 0.0008  -0.42
C: 5.4528 0.6886 -0.7060  -0.01
O: 6.7935 0.3158 -0.4162  -0.39
C: 7.4701 0.8295 0.6391  0.71
O: 7.0817 1.7205 1.3664  -0.52
O: 8.6748 0.2105 0.6663  -0.34
C: 9.6151 0.6411 1.6235  -0.66
H: 3.3218 0.2940 -0.3259  -0.16
H: 4.4094 0.3120 1.0314  0.23
H: 4.3706 -1.1056 0.1595  0.44
H: 5.3808 1.7442 -0.4440  -0.02
H: 5.4265 0.5592 -1.7880  0.22
H: 10.2266 1.4344 1.1937  0.27
H: 10.2970 -0.1669 1.8885  0.26
H: 9.1460 0.8919 2.5749  0.30
C: 0.6026 -3.6076 1.7386  -0.65
C: -0.5596 -4.5058 2.2554  0.37
O: -0.4187 -4.9337 3.6482  -0.31
C: -1.3960 -5.5449 4.3052  0.80
O: -2.5577 -5.5015 3.9320  -0.59
O: -0.8366 -6.2182 5.3673  -0.33
C: -1.6065 -7.0759 6.1750  -0.63
H: 1.5490 -4.0967 1.9692  0.48
H: 0.7752 -2.6446 2.2192  -0.21
H: 0.4631 -3.4309 0.6721  0.28
H: -0.7272 -5.3581 1.5969  0.35
H: -1.4144 -3.8387 2.1441  -0.43
H: -2.6660 -6.8455 6.0630  0.34
H: -1.1976 -6.9055 7.1709  0.23
H: -1.4391 -8.1252 5.9322  0.25
C: -1.8496 5.3935 -4.1895  -1.41
C: -2.2535 4.5337 -3.0097  0.06
O: -3.1851 3.5575 -3.4257  -0.26
C: -3.7670 2.6916 -2.5529  0.40
O: -3.3657 2.4559 -1.4354  -0.03
O: -4.8082 1.9905 -3.2242  -0.15
C: -5.1603 2.3061 -4.6018  -0.75
H: -1.2523 6.2517 -3.8818  0.40
H: -2.7026 5.9235 -4.6134  0.39
H: -1.3652 4.8132 -4.9749  0.34
H: -2.7165 5.1772 -2.2616  0.26
H: -1.4111 4.0332 -2.5323  0.10
H: -4.3259 1.9049 -5.1771  0.31
H: -5.2753 3.3588 -4.8599  0.33
H: -6.0953 1.8722 -4.9563  0.30
C: -4.7339 -1.1299 -8.0845  -1.03
C: -3.5044 -1.9296 -7.6652  -0.25
O: -3.6098 -2.1139 -6.2895  -0.29
C: -2.5885 -2.2310 -5.4023  0.63
O: -1.3716 -2.3018 -5.6962  -0.57
O: -3.1630 -2.1807 -4.1829  -0.24
C: -2.3241 -2.1125 -3.0622  -0.44
H: -4.8130 -0.1491 -7.6156  0.18
H: -5.6382 -1.6979 -7.8660  0.29
H: -4.7660 -1.0233 -9.1688  0.39
H: -2.5628 -1.4010 -7.8133  0.33
H: -3.3864 -2.8490 -8.2387  0.31
H: -1.4966 -1.4189 -3.2115  0.26
H: -1.7403 -3.0094 -2.8551  0.36
H: -2.8748 -1.6727 -2.2307  -0.04

Entry 3:
Here is 2 unconnected molecules or ions with the total composition C36H72N3O3 from OMol25. Energies are from ωB97M-V/def2-TZVPD.

Summary:
E_HOMO = -10.919 eV
Spin multiplicity = 1
Energy relative to the best compared isomer or geometry (same formula, charge and spin) = 145.3 kJ/mol
Frontier orbital gap = 8.6 eV
Charge = +1
LUMO level = -2.35 eV

Each line ends with the Mulliken charge.
Element x y z (Å)
C: 14.9240 -2.8938 2.1692  -1.30
C: 13.7920 -1.9652 1.6914  -0.41
C: 12.4177 -2.5428 2.0697  -0.72
C: 11.3050 -1.4829 2.1894  -0.73
C: 9.9055 -2.0467 1.8154  -0.63
C: 8.8140 -1.4620 2.7288  -0.70
C: 7.3935 -1.7940 2.2089  -0.92
C: 6.4479 -0.5587 2.1520  -0.50
C: 5.5231 -0.4593 3.3908  -1.23
C: 4.0575 -0.8024 3.0574  -0.37
C: 3.4720 0.1948 2.0204  -0.72
C: 2.1660 0.8997 2.4423  -0.80
C: 1.1519 -0.0012 3.1796  -0.37
C: -0.1526 0.8302 3.4075  -1.36
C: -1.4377 -0.0229 3.3963  -0.96
C: -2.3930 0.3867 2.2684  0.17
C: -3.7084 -0.4301 2.1683  0.17
C: -4.8178 -0.1458 3.1997  -1.36
C: -5.5992 -1.3908 3.6690  -0.77
C: -6.8219 -1.7036 2.7635  -0.47
C: -8.1316 -1.8095 3.5858  -0.86
C: -9.0797 -2.8731 3.0769  -0.58
O: -9.3540 -2.7324 1.6685  -0.29
C: -10.6640 -3.0360 1.3923  0.65
C: -11.0539 -4.4430 1.0025  -0.97
O: -11.4846 -2.1895 1.4385  -0.50
N: -3.2083 -1.8007 2.0105  -0.35
C: -2.2490 -1.6443 0.9495  -0.05
O: -1.9572 -2.4934 0.1978  -0.56
C: -1.7323 -0.1696 0.9755  0.61
C: -1.7965 0.6586 -0.3112  -1.14
C: -3.2154 0.8886 -0.8578  -0.86
N: -3.2597 1.5020 -2.1828  -0.35
H: 14.8852 -3.8623 1.6652  0.31
H: 14.8524 -3.0381 3.2502  0.36
H: 15.9086 -2.4686 1.9583  0.37
H: 13.9864 -0.9827 2.1319  0.35
H: 13.8698 -1.8861 0.6031  0.29
H: 12.1205 -3.2208 1.2622  0.36
H: 12.5314 -3.1026 3.0008  0.32
H: 11.2382 -1.2110 3.2505  0.36
H: 11.5228 -0.5733 1.6253  0.41
H: 9.9732 -3.1313 1.9345  0.32
H: 9.7203 -1.8021 0.7647  0.37
H: 8.9784 -0.3874 2.8237  0.40
H: 8.9413 -1.9821 3.6821  0.24
H: 6.9167 -2.5535 2.8324  0.43
H: 7.4634 -2.1811 1.1883  0.45
H: 7.0192 0.3632 2.0241  0.43
H: 5.8561 -0.6846 1.2404  0.29
H: 5.5932 0.5674 3.7694  0.37
H: 5.8761 -1.0990 4.2050  0.48
H: 3.5237 -0.8199 4.0078  0.35
H: 4.0567 -1.8026 2.6128  0.20
H: 3.3858 -0.3085 1.0555  0.37
H: 4.2233 0.9813 1.8873  0.39
H: 2.3953 1.7416 3.1011  0.28
H: 1.6683 1.2777 1.5419  0.34
H: 0.9663 -0.9412 2.6537  0.27
H: 1.5459 -0.1992 4.1774  0.51
H: -0.0071 1.3698 4.3420  0.56
H: -0.2020 1.5440 2.5779  0.49
H: -1.1797 -1.0818 3.3579  0.43
H: -1.9740 0.1233 4.3449  0.43
H: -2.6334 1.4545 2.2642  0.63
H: -4.2181 -0.2895 1.2112  0.03
H: -4.4672 0.4607 4.0401  0.52
H: -5.5475 0.4891 2.6887  0.40
H: -5.9850 -1.1437 4.6635  0.53
H: -4.9779 -2.2785 3.7926  0.34
H: -6.6848 -2.6665 2.2632  0.33
H: -6.9114 -0.9391 1.9902  0.34
H: -7.8296 -2.1162 4.5920  0.44
H: -8.6140 -0.8326 3.6638  0.22
H: -8.6944 -3.8766 3.2930  0.28
H: -10.0247 -2.7680 3.6238  0.48
H: -12.0472 -4.4480 0.5726  0.33
H: -10.3199 -4.8037 0.2736  0.33
H: -10.9953 -5.1352 1.8454  0.27
H: -2.8476 -2.2501 2.8433  0.36
H: -0.6494 -0.3152 1.1047  -0.01
H: -1.3660 1.6386 -0.0691  0.22
H: -1.1824 0.2435 -1.1182  0.64
H: -3.7546 -0.0649 -0.8827  0.22
H: -3.7467 1.5388 -0.1570  0.40
H: -2.4603 1.2651 -2.7549  0.24
H: -3.4400 2.4944 -2.1556  0.21
C: -4.3949 5.5692 -5.2357  -1.50
C: -3.4798 4.4844 -4.6706  -0.35
C: -2.5181 3.8252 -5.6450  -0.58
N: -3.1445 2.9538 -6.7159  0.54
C: -4.3474 2.2124 -6.2204  -1.31
C: -3.4930 3.7686 -7.9601  -0.53
C: -2.3028 3.6020 -8.8799  -0.64
C: -1.9563 2.1349 -8.6970  -0.60
C: -2.0970 1.9258 -7.1980  -0.59
H: -5.0877 5.1836 -5.9853  0.31
H: -4.9963 5.9963 -4.4341  0.44
H: -3.8150 6.3789 -5.6825  0.35
H: -4.0747 3.7278 -4.1549  0.23
H: -2.8671 4.9482 -3.8933  0.46
H: -1.8638 3.1724 -5.0670  0.42
H: -1.8926 4.5621 -6.1505  0.31
H: -5.1488 2.9200 -6.0273  0.41
H: -4.0773 1.6740 -5.3131  0.41
H: -4.6591 1.5143 -6.9941  0.49
H: -4.3891 3.3343 -8.4011  0.37
H: -3.6819 4.8012 -7.6815  0.27
H: -1.4750 4.2395 -8.5603  0.27
H: -2.5396 3.8511 -9.9125  0.41
H: -0.9553 1.8927 -9.0491  0.36
H: -2.6610 1.5003 -9.2379  0.32
H: -1.1580 2.1290 -6.6890  0.36
H: -2.4354 0.9261 -6.9384  0.35

Number 1: E -254180.4302 eV. Number 2: E -133747.9204 eV. Number 3: E -49105.7280 eV.